Computed, not measured: a molecular structure, C42H61GeMoN3OSSe at a distorted geometry, with the ωB97M-V functional and the def2-TZVPD basis.

Properties
DFT total energy: -6820.6635 Eh
strongest force on any atom: 3.128 eV Å⁻¹
expectation value of S²: 2.199
spin multiplicity: 3
E_HOMO (spin up / spin down): -13.2 / -13.4 eV
total charge: +2

Each line ends with the Mulliken spin population.
CARTESIAN COORDINATES (ANGSTROEM)
Mo 12.11627 13.62699 11.07613  2.395
N 13.69527 13.50917 9.64906  -0.034
C 14.85332 13.42840 10.50782  0.036
C 15.74811 12.34453 10.31782  -0.020
C 17.05980 12.43045 10.74868  0.005
C 17.51755 13.56880 11.39546  -0.007
C 16.64667 14.65206 11.58065  0.005
C 15.29341 14.59884 11.16526  -0.011
C 14.41791 15.80982 11.12050  -0.018
C 14.92149 17.06142 10.69217  -0.024
C 14.12224 18.16662 10.49090  0.042
C 12.75502 17.97538 10.61122  -0.018
C 12.23815 16.75959 10.96484  0.008
C 13.00850 15.63117 11.19450  -0.139
H 13.71790 12.75296 8.97870  0.011
H 13.77001 14.38518 9.10985  0.027
H 15.42887 11.46739 9.73077  0.000
H 17.70386 11.54948 10.64182  0.000
H 18.53254 13.58798 11.78829  0.000
H 17.10536 15.57368 12.00367  -0.001
H 15.98630 17.12485 10.48042  0.000
H 14.50551 19.17642 10.24168  0.000
H 12.05270 18.83105 10.55474  -0.001
H 11.15307 16.68316 11.01894  0.022
C 14.87472 7.20111 12.68409  -0.001
Ge 13.24706 8.26807 12.54345  -0.001
C 12.62101 8.78976 14.31029  0.000
C 11.89057 7.39995 11.43104  0.000
C 13.64288 10.00806 11.66327  -0.001
Se 11.95379 10.97558 11.04251  0.003
C 11.83817 10.29709 9.20134  0.023
H 15.03801 6.87515 13.71834  0.000
H 15.75972 7.76145 12.41964  0.000
H 14.79711 6.33694 12.02090  0.000
H 12.22664 7.98069 14.93398  0.000
H 11.79200 9.51730 14.20406  0.001
H 13.43502 9.26745 14.85585  0.000
H 11.82340 6.33266 11.63900  0.000
H 12.14236 7.48532 10.36667  0.000
H 10.87719 7.83644 11.59074  -0.001
H 14.24531 9.82946 10.77180  0.000
H 14.13028 10.72424 12.36296  0.009
H 11.23119 9.37991 9.20199  -0.001
H 12.82549 10.09256 8.77630  0.003
H 11.26080 11.04018 8.65009  -0.003
O 12.71210 12.75450 14.14871  0.021
S 14.09810 13.33130 14.21994  0.005
C 14.52613 12.69734 15.90088  0.000
C 13.65661 13.58599 16.82073  -0.002
C 13.82350 15.05974 16.37100  0.001
C 14.06442 15.09437 14.85408  0.002
H 15.61479 12.82178 16.09961  0.000
H 14.27872 11.61729 15.88112  0.000
H 14.02232 13.53839 17.86858  0.000
H 12.58081 13.28688 16.79738  0.001
H 14.72342 15.41168 16.84992  0.000
H 12.94977 15.66583 16.63130  0.000
H 15.08005 15.49214 14.64389  -0.001
H 13.28572 15.63722 14.26462  0.005
C 7.65744 17.54994 8.42407  -0.003
C 8.68033 16.42025 8.36922  0.037
C 9.31627 15.92178 7.21705  -0.073
C 10.30397 14.92048 7.30268  0.066
C 11.01172 14.47066 6.05044  0.005
C 10.68067 14.39724 8.52672  0.021
C 9.97191 14.77219 9.68072  -0.128
C 8.91859 15.73152 9.57069  -0.066
N 10.28964 14.09610 10.86115  -0.215
C 9.35312 14.12719 12.03016  -0.019
C 9.50061 15.50715 12.73086  0.037
C 8.56424 15.55148 13.92754  0.004
C 9.15380 14.51667 14.90449  0.005
C 8.98655 13.13109 14.30935  0.004
C 7.50502 12.86744 14.01620  -0.002
C 7.04821 13.83101 12.92029  0.003
C 7.11686 15.20960 13.56395  -0.001
C 7.91302 13.76857 11.63870  -0.037
C 9.77876 13.01798 13.03635  0.141
H 7.98813 18.41461 7.82766  0.002
H 7.53895 17.80117 9.47523  0.000
H 6.66926 17.19885 8.03826  0.002
H 9.05799 16.22950 6.21647  0.001
H 10.34194 13.94333 5.37340  0.002
H 11.83251 13.74123 6.25487  0.000
H 11.40330 15.34469 5.51349  0.002
H 11.51010 13.68298 8.57475  -0.040
H 8.26143 15.98713 10.39797  -0.009
H 9.27848 16.33454 12.02967  -0.003
H 10.56383 15.70104 13.08292  -0.012
H 8.58261 16.53875 14.40816  0.000
H 8.64583 14.60145 15.88758  0.000
H 10.24213 14.68832 15.03543  0.002
H 9.34883 12.36131 15.05952  0.001
H 6.91088 13.10336 14.92231  -0.001
H 7.33563 11.82883 13.79176  0.000
H 5.99220 13.66702 12.63146  0.000
H 6.52252 15.18520 14.47219  -0.001
H 6.69476 15.99903 12.89600  0.000
H 7.48357 14.45555 10.88633  0.003
H 7.88502 12.73110 11.23451  0.009
H 9.64655 12.05902 12.54103  0.026
H 10.87057 13.11366 13.30080  -0.108
C 7.17113 9.05222 11.18543  0.001
C 6.94386 9.20703 9.69143  0.000
C 7.86928 10.16299 9.14515  -0.001
N 8.62639 10.98263 8.79748  0.001
H 6.31949 8.53402 11.61640  0.000
H 7.24955 10.01362 11.69532  0.000
H 8.11925 8.51103 11.39609  0.000
H 5.90578 9.58373 9.48655  0.000
H 7.02778 8.25801 9.13212  0.000


Computed, not measured: 10 unconnected molecules or ions with the total composition C42H61N10O2 at a distorted geometry, with the ωB97M-V functional and the def2-TZVPD basis.

Properties
DFT total energy: -2334.1148 Eh
strongest force on any atom: 10.211 eV Å⁻¹
ΔE to the lowest compared entry with this formula, charge and spin: 108.1 kcal/mol
E_HOMO: -10.0 eV
total charge: +1

Each line ends with the Mulliken charge.
CARTESIAN COORDINATES (ANGSTROEM)
C 48.15700 13.41500 10.07300  -1.535
O 48.78100 14.57900 9.42700  -0.151
C 48.86200 14.36200 8.05800  -0.636
C 49.34700 15.75300 7.55600  -1.928
N 49.13900 15.83300 6.07800  2.331
H 49.56700 16.56200 5.69300  -0.429
H 49.39800 14.92700 5.58300  -0.321
C 47.82100 16.02500 5.64300  -1.806
C 47.55600 16.14200 4.16000  1.387
O 46.15000 16.37800 4.17400  -0.166
C 45.47700 16.67100 2.92300  -0.995
H 47.23200 13.48100 9.89900  0.562
H 48.31500 13.36000 11.20700  0.219
H 48.46200 12.54700 9.58600  0.497
H 47.91800 14.04100 7.71000  -0.130
H 49.35200 13.55800 7.88200  1.251
H 50.35900 15.69200 7.68600  0.663
H 49.07900 16.50400 8.06100  1.279
H 47.42600 16.95200 6.24500  -0.063
H 47.12600 15.52200 6.09200  0.551
H 47.56900 15.07200 3.59100  -0.383
H 47.97700 16.99500 3.82500  -0.072
H 45.25100 15.73400 2.40900  0.307
H 45.89600 17.28300 2.25700  0.496
H 44.43800 16.91700 2.99000  0.150
N 53.43500 13.25100 8.78000  -0.137
C 53.98500 14.60200 8.75600  -0.490
C 53.20400 15.47800 9.32600  -0.920
C 52.01800 14.63900 9.89600  -0.915
C 52.26200 13.35100 9.46600  -0.599
H 53.89500 12.39100 8.19400  0.333
H 54.98200 14.84500 8.21200  0.293
H 53.44000 16.37400 9.43400  1.107
H 51.04900 14.90500 10.13900  0.713
H 51.81200 12.44300 9.54600  0.662
N 45.44600 17.20400 8.15200  0.043
C 44.79600 16.21800 7.44800  -0.453
C 44.77300 15.11300 8.21700  -1.057
C 45.35100 15.62900 9.53200  -0.429
C 45.74300 16.87900 9.47300  -0.358
H 45.44600 18.24000 7.80700  0.355
H 44.53900 16.47200 6.42200  0.807
H 44.26800 14.11300 7.79100  0.605
H 45.46500 14.92700 10.38200  0.383
H 46.38200 17.49400 10.21500  0.298
N 50.95300 18.52800 4.88500  -0.100
C 50.24400 19.03800 6.02100  -0.803
C 50.90600 18.55400 7.06200  -0.431
C 52.19300 17.88700 6.63200  -0.227
C 52.12600 17.84700 5.28200  -0.962
H 50.69700 18.77400 3.88300  0.565
H 49.38100 19.63000 5.80000  0.558
H 50.76200 18.67000 8.26400  0.317
H 53.01600 17.53200 7.31700  0.442
H 52.85400 17.38500 4.56600  0.525
N 41.02900 13.77900 4.24800  -0.050
C 40.84900 14.81900 3.38600  -0.372
C 42.00000 15.52800 3.45900  -0.783
C 42.96600 14.73400 4.35700  0.677
C 42.30600 13.58300 4.75500  -1.271
H 40.18300 13.17900 4.39700  0.262
H 39.80100 14.90000 2.91300  0.317
H 42.41200 16.51900 2.94700  0.123
H 43.92300 14.93800 4.78600  0.371
H 42.64800 12.79700 5.26800  0.697
N 50.82700 19.86000 2.26500  -0.068
C 50.61700 18.57000 1.79200  -1.128
C 49.40500 18.23900 1.93400  1.045
C 48.66700 19.48800 2.63500  -0.626
C 49.70300 20.42600 2.77400  -0.775
H 51.56500 20.49200 2.37600  0.159
H 51.36600 18.11500 1.25600  0.530
H 48.74000 17.32500 1.68700  -0.188
H 47.68500 19.49600 3.14500  0.492
H 49.87300 21.30200 3.17800  0.575
N 46.89600 13.85900 0.54100  -0.005
C 47.68000 12.71300 0.79400  -0.908
C 48.99700 13.29200 0.84100  -0.418
C 48.83200 14.77500 0.51000  -0.663
C 47.59500 15.01900 0.43900  -0.473
H 45.91100 13.71000 0.59000  0.255
H 47.25300 11.78500 0.85100  0.816
H 50.00500 12.65900 1.18300  0.295
H 49.47400 15.50900 0.29200  0.861
H 47.19700 15.95600 0.09600  0.508
N 50.13400 14.33200 3.40000  0.423
C 49.93600 13.27500 4.20000  -1.561
C 50.97700 13.21600 5.16900  -0.724
C 51.74600 14.47700 4.93600  -0.252
C 51.36300 15.00000 3.78000  -0.313
H 49.50800 14.31700 2.73600  0.208
H 49.21600 12.68600 4.08800  0.980
H 51.06500 12.53900 5.98000  0.672
H 52.65100 14.86700 5.65200  0.209
H 51.71800 16.01300 3.37300  0.157
N 46.99600 10.73800 5.05800  0.037
C 46.69500 11.29700 6.29000  -0.827
C 46.01000 12.45500 6.02300  0.183
C 46.11800 12.63000 4.46700  0.668
C 46.66500 11.41600 3.92700  -1.373
H 47.53200 9.92400 5.00800  0.200
H 47.21200 10.92500 7.11800  0.531
H 45.64500 13.24200 6.83600  -0.494
H 45.72700 13.45600 3.82700  0.280
H 46.84600 11.13400 2.95400  0.533
N 46.49800 18.05200 14.08600  -0.076
C 47.68200 17.73300 13.32400  -0.534
C 47.48900 16.54900 12.80000  0.148
C 46.05700 16.11700 13.15400  -0.395
C 45.51500 17.12800 13.91600  -0.474
H 46.28000 18.93400 14.70800  0.274
H 48.55800 18.40300 13.40400  0.373
H 48.42500 15.89500 12.46900  0.107
H 45.67700 15.08000 12.87600  0.323
H 44.45400 17.04400 14.48700  0.260


Question: Which value of strongest force on any atom does entry 2 give?
Answer: 10.211 eV Å⁻¹


Question: What is the total charge in the first record?
Answer: +2


Question: Among the records above, which one has the highest total charge?
Answer: C42H61GeMoN3OSSe